*a*
{
  "formula": "C11H14N2O2",
  "method": "ωB97M-V/def2-TZVPD",
  "elements": ["O", "O", "N", "N", "C", "C", "C", "C", "C", "C", "C", "C", "C", "C", "C", "H", "H", "H", "H", "H", "H", "H", "H", "H", "H", "H", "H", "H", "H"],
  "xyz": [[-2.1837, 0.6378, 1.7492], [-0.4269, -2.1634, -1.5014], [-2.1111, 0.2875, 0.3121], [-0.8210, -1.2040, -0.8048], [2.5863, -0.4223, 1.5725], [-0.0085, 0.1245, -0.9608], [3.7390, -0.2615, 0.8246], [3.7676, 0.0560, -0.5187], [-1.9160, -1.0348, -0.0795], [2.5357, 0.2393, -1.1225], [-1.5394, 2.2940, -0.8775], [1.3705, -0.4128, 0.9351], [-0.9299, 1.0338, -0.2411], [-2.8990, -2.0105, 0.4607], [1.3788, 0.0427, -0.3959], [-1.8871, 1.8944, -1.7641], [-0.6652, 2.9161, -1.1091], [-0.1434, 0.4130, -2.0925], [-0.4912, 1.4977, 0.5792], [-2.3802, 1.5475, 1.8831], [4.6193, -0.4015, 1.2530], [2.8318, -0.7886, 2.6414], [-2.3906, 2.7804, -0.3348], [4.5676, 0.1213, -1.2231], [-2.5228, -2.9866, 0.4616], [0.4972, -0.6769, 1.3304], [2.3220, 0.4746, -2.1270], [-3.7708, -2.2638, -0.2586], [-3.1292, -1.7339, 1.4088]],
  "gap_ev": 8.414,
  "smiles": "CC1=[N+]([O-])[C@H](c2ccccc2)[C@@H](C)N1O"
}

***

*b*
{
  "formula": "C11H14N2O2",
  "method": "ωB97M-V/def2-TZVPD",
  "elements": ["O", "O", "N", "N", "C", "C", "C", "C", "C", "C", "C", "C", "C", "C", "C", "H", "H", "H", "H", "H", "H", "H", "H", "H", "H", "H", "H", "H", "H"],
  "xyz": [[0.2253, -1.0027, -2.9303], [-2.1907, -0.4846, 1.3284], [-0.3802, 0.1942, 2.4666], [-1.5014, 3.3207, -0.4146], [-1.5595, 2.7916, 0.5929], [0.7979, 0.7779, 2.5218], [-0.5727, -2.3303, -1.1026], [-0.9344, 0.0061, 1.3166], [1.5154, 1.2055, 1.3976], [-0.3195, 0.4110, 0.1025], [-0.9900, 0.1377, -1.1923], [-0.4162, -1.0257, -1.8808], [1.6256, 1.6451, -1.0388], [0.7259, -2.7825, -0.4158], [0.9102, 1.0045, 0.1864], [0.7370, 1.9149, -1.6471], [-2.2806, -1.0901, 2.0445], [1.6295, -2.5290, -1.0758], [2.1816, 2.3942, -0.6335], [-0.7899, -3.1797, -1.7287], [0.6166, -3.7819, 0.0147], [-1.3712, -2.3499, -0.3369], [-1.9761, -0.0470, -1.1294], [2.3444, 1.7469, 1.6633], [2.3026, 0.8839, -1.5410], [1.0432, -2.1811, 0.4233], [1.1807, 1.0064, 3.4702], [-1.6967, 2.3581, 1.4553], [-0.8570, 0.9860, -1.9163]],
  "gap_ev": 9.782,
  "smiles": "CCC(=O)Cc1c(C)ccnc1O.C#N"
}

***

Energies relative to the most stable structure, in hartree: *a* 0.1484; *b* 0.0000.

***

*a*
{
  "formula": "C3H4BrIO2",
  "method": "ωB97M-V/def2-TZVPD",
  "elements": ["I", "Br", "O", "O", "C", "C", "C", "H", "H", "H", "H"],
  "xyz": [[2.9879, 1.5877, -0.2522], [2.5602, -1.7513, -0.4482], [-0.7882, -0.0132, 1.9280], [-0.6028, 0.1133, -0.4226], [-0.3889, -0.0860, 0.8014], [2.4478, -0.2537, 0.7346], [-2.0027, 0.1272, -0.9280], [2.9490, -0.2526, 1.7613], [-2.5059, -0.7500, -0.6166], [-2.6653, 0.9175, -0.5843], [-1.9910, 0.3612, -1.9735]],
  "gap_ev": [8.347, 7.046]
}

***

*b*
{
  "formula": "C3H4BrIO2",
  "method": "ωB97M-V/def2-TZVPD",
  "elements": ["I", "Br", "O", "O", "C", "C", "C", "H", "H", "H", "H"],
  "xyz": [[-3.2651, 0.6058, -0.0188], [-1.4633, -2.2857, -0.0411], [1.7714, -1.0609, -0.8159], [-0.6534, 0.1447, -1.8160], [-1.3764, -0.4410, 0.3301], [1.0940, -0.3112, -0.1919], [-0.2916, 0.2088, -0.5052], [-1.1400, -0.4147, 1.3350], [-0.2663, -0.5180, -2.3874], [1.5088, 0.1202, 0.8182], [-0.1915, 1.3067, -0.3167]],
  "gap_ev": 9.485
}

***

Energies relative to the most stable structure, in hartree: *a* 0.1273; *b* 0.0000.

***

*a*
{
  "formula": "C5H5NOS",
  "method": "ωB97M-V/def2-TZVPD",
  "elements": ["S", "O", "N", "C", "C", "C", "C", "C", "H", "H", "H", "H", "H"],
  "xyz": [[-3.8924, -0.5440, 0.0693], [1.5810, -1.1432, -0.9048], [-2.1663, 1.3948, -0.8926], [-3.0311, 0.6510, -0.4780], [1.3864, 0.2039, -0.5572], [0.2960, 0.2901, 0.2454], [0.6073, -1.8208, -0.2722], [-0.2238, -0.9953, 0.4046], [-1.0808, -1.2588, 0.8974], [-0.1426, 1.1257, 0.7937], [1.9914, 0.8668, -0.9314], [-1.4041, 1.1249, -1.4626], [0.6600, -2.8047, -0.5468]],
  "gap_ev": 9.322,
  "smiles": "c1ccoc1.N=C=S"
}

***

*b*
{
  "formula": "C5H5NOS",
  "method": "ωB97M-V/def2-TZVPD",
  "elements": ["S", "O", "N", "C", "C", "C", "C", "C", "H", "H", "H", "H", "H"],
  "xyz": [[0.6992, -2.2540, 0.7084], [2.0427, 0.9109, 0.6855], [-1.2706, -0.6094, -0.0994], [-0.9356, -1.3646, -1.0723], [0.4891, -1.7277, -0.9385], [0.1720, -0.5373, 0.4096], [-0.2220, 1.7703, 0.8444], [0.8613, 0.7108, 0.6585], [0.1202, 2.6655, 0.3262], [-1.6379, -1.6156, -1.9116], [1.2691, -1.4733, -1.7036], [-1.2001, 1.4681, 0.2688], [-0.3875, 2.0564, 1.8241]],
  "gap_ev": 8.598
}

***

Energies relative to the most stable structure, in hartree: *a* 0.0000; *b* 0.0801.

***

*a*
{
  "formula": "CH6NPS",
  "method": "ωB97M-V/def2-TZVPD",
  "elements": ["S", "P", "N", "C", "H", "H", "H", "H", "H", "H"],
  "xyz": [[0.6759, -0.4048, 1.4586], [1.6273, -0.1682, -0.5055], [0.4703, 0.8554, -1.1254], [-1.1085, -0.4215, 0.9500], [1.2214, -1.3438, -1.3679], [-1.5165, -1.3742, 0.5061], [1.0474, 1.3374, -1.8192], [-1.5261, -0.3938, 2.0066], [0.3228, 1.5446, -0.3830], [-1.2140, 0.3690, 0.2797]],
  "gap_ev": 9.514,
  "smiles": "CSPN"
}

***

*b*
{
  "formula": "CH6NPS",
  "method": "ωB97M-V/def2-TZVPD",
  "elements": ["S", "P", "N", "C", "H", "H", "H", "H", "H", "H"],
  "xyz": [[-0.5705, 1.1196, 0.7975], [1.0018, 1.2512, -0.8755], [1.5820, -0.2836, -0.8524], [-1.4976, -0.3825, 0.4563], [-1.1627, -0.9153, -0.4097], [1.9626, -0.6675, 0.0684], [-2.5085, -0.1580, 0.3337], [1.6256, 1.9908, 0.1839], [-1.3165, -0.9846, 1.3875], [0.8836, -0.9701, -1.0897]],
  "gap_ev": 9.056,
  "smiles": "CSPN"
}

***

*c*
{
  "formula": "CH6NPS",
  "method": "ωB97M-V/def2-TZVPD",
  "elements": ["S", "P", "N", "C", "H", "H", "H", "H", "H", "H"],
  "xyz": [[-0.9627, -0.2941, -1.1076], [1.4461, -0.1182, 0.7125], [-1.6536, -0.7117, 0.3753], [0.2245, 0.9164, -0.3478], [2.5371, 0.8010, 0.4621], [-2.6285, -0.7303, 0.3096], [-1.2164, -1.5006, 0.8481], [-0.2636, 1.4767, 0.3953], [0.6710, 1.3176, -1.2934], [1.8463, -1.1568, -0.3542]],
  "gap_ev": 9.281,
  "smiles": "NSCP"
}

***

Energies relative to the most stable structure, in hartree: *a* 0.0067; *b* 0.0000; *c* 0.0387.